The following is a quantum chemistry calculation of the molecule C2H3NOS at a distorted geometry, from OMol25.

structure (SMILES)	C1=NOCS1
largest force on an atom	0.097	hartree/bohr
energy	-16492.1352	eV
M	89.1	g/mol

CARTESIAN COORDINATES (ANGSTROEM)
H -0.280 1.440 -0.863
C -0.270 -0.435 1.195
N 0.874 -0.025 1.034
S -1.078 -0.784 -0.325
O 1.304 0.147 -0.351
H -0.938 -0.601 2.176
C 0.150 0.376 -0.951
H 0.240 -0.118 -1.916

=====

The following is a quantum chemistry calculation of the molecule C2H3NOS2 at a distorted geometry, from OMol25.

largest force on an atom	0.080	hartree/bohr
energy	-27326.9489	eV
M	121.2	g/mol

CARTESIAN COORDINATES (ANGSTROEM)
S -2.930 -0.860 0.011
H 0.474 -1.333 -0.168
C 0.873 -0.230 0.036
O -4.264 -0.342 -0.022
C 2.132 0.262 0.045
S -1.638 0.886 0.106
H 3.074 -0.369 -0.115
N -0.109 0.724 -0.006
H 2.388 1.261 0.114

=====

The following is a quantum chemistry calculation of a structure of composition C2H3NOS2 at a distorted geometry, from OMol25.

largest force on an atom	0.156	hartree/bohr
energy	-27323.7014	eV
<S²>	2.0181
M	121.2	g/mol
2S+1	3

CARTESIAN COORDINATES (ANGSTROEM)
H -2.467 -0.126 -1.313
N 1.052 0.551 1.405
S -1.414 0.827 -1.432
O -0.049 -1.010 -0.146
S 1.164 1.546 0.237
H 0.872 0.065 -1.780
H 0.225 -1.313 2.348
C 0.533 -0.467 1.670
C 0.084 -0.075 -0.989